A structure of composition C22H27CuN3O3PS3, computed with ωB97M-V/def2-TZVPD.

```
60
Properties=species:S:1:pos:R:3:forces:R:3
H 4.322971 -0.913489 -2.431335 -0.2383 -0.8530 0.1983
C 3.224835 0.936151 3.270530 -0.9233 0.0458 -0.8893
S 0.527905 -1.561684 0.112219 -0.8487 0.5560 0.2851
C -3.157065 2.493335 -0.040594 -0.0546 -1.0752 -0.4915
C 4.335619 -4.342310 -2.299408 0.7322 0.4140 -0.5795
H 4.723900 -1.733313 0.916227 -0.1266 0.2121 0.0293
P 2.280070 -0.727833 -0.332710 -0.4666 -0.0780 -1.0597
H 5.348498 -2.931703 -3.577608 -0.4214 0.0905 0.5907
C -3.698208 3.894753 -0.344858 -0.4589 -0.3813 0.0747
C -1.042880 3.009559 -1.779375 0.0601 0.2948 -0.2190
H -3.476546 -3.472835 2.831949 0.1004 0.1677 -0.2512
N -2.745705 -0.663446 -2.234128 0.0334 -0.4381 -2.2592
S 2.528263 0.767424 -1.607791 -0.4206 0.4394 0.3445
H 2.221675 -3.526896 0.218456 0.2298 -0.0762 -0.5262
H -1.256021 4.971143 -2.643202 -0.0989 0.0431 0.1946
C 4.653397 -3.048207 -2.726788 0.3347 -0.2710 -0.3666
C 4.953798 -0.609882 2.712912 0.2873 -0.0603 0.5907
C 2.902109 -3.404743 -0.633970 -0.3446 -0.5444 0.7565
H -3.510203 4.534377 0.519474 0.1424 0.0272 0.0695
H 1.587975 1.048286 1.847051 0.6187 -0.2143 0.0944
C -4.276640 -3.038816 0.904549 -0.7829 0.3753 -1.2987
C -3.114852 -1.385523 2.462093 -0.2124 0.2121 -0.3782
C -3.218969 -2.835563 1.973444 -0.1184 0.1029 0.7272
H 4.970565 0.614240 4.488429 -0.3616 -0.1600 -0.4616
H -1.799695 2.405862 -2.308303 0.2175 0.0020 0.1329
C 4.084569 -1.944758 -2.100084 0.4296 0.6160 -0.5085
H 4.828066 -5.199921 -2.760545 -0.2614 0.1862 0.0006
H 2.794002 1.674177 3.924268 -0.1270 0.1565 0.1627
N -2.526734 -0.456522 1.453214 0.6552 -0.2447 0.6478
H 0.212909 2.725723 0.018239 -0.5684 0.0160 -0.1582
C -1.568520 4.472507 -1.718327 0.1502 -0.3248 0.1602
H -2.648384 0.513399 1.756093 0.2048 -0.3391 -0.1533
H -0.138613 2.954509 -2.396589 -0.1366 0.0046 0.1225
C -3.105651 4.551878 -1.624099 0.6184 0.0135 0.5739
H -4.783454 3.787897 -0.441038 0.1314 0.1161 -0.0580
O -5.113924 -3.938535 0.957722 0.9221 0.6978 0.3020
C 2.564889 0.591320 2.084642 -0.5291 0.4085 0.2126
O -4.246094 -2.164038 -0.085188 0.0576 -0.4805 0.6543
H 5.899310 -1.079160 2.995925 -0.2766 0.0353 -0.2633
H -3.484648 4.022351 -2.484914 -0.3562 -0.0883 -0.3261
H 3.227592 -5.526707 -0.929289 -0.0418 0.3020 0.0826
H -1.099327 5.020891 -0.884846 -0.0628 -0.0990 -0.1566
C 3.463588 -4.512692 -1.254080 -0.2319 -0.3944 0.4523
H -4.118192 -1.001948 2.675280 0.1104 -0.1016 0.1018
H -1.678050 3.281850 1.071617 -0.1738 0.3000 -0.0486
H -2.510463 -1.321347 3.368904 -0.0850 -0.1349 0.0583
N -1.820689 2.446952 0.524330 -1.7262 0.1191 0.1438
C 4.416078 0.338662 3.576988 1.1746 -0.2037 0.5131
C 3.186222 -2.118729 -1.052860 0.5136 -0.3575 -0.2453
C 3.099034 -0.346692 1.205492 0.2823 0.2518 0.8136
H -3.428249 5.612626 -1.681594 0.0136 -0.6553 0.1072
C -0.716909 2.344963 -0.443320 0.5043 -1.4310 -0.7209
H -0.516391 1.262214 -0.620298 -0.0062 0.6906 -0.0109
O -3.825125 1.469107 -0.303912 1.8458 2.3236 0.4604
H -2.250085 -3.158832 1.606960 0.2329 -0.1083 -0.1986
Cu -3.104970 -0.644345 -0.387275 -0.2202 -0.5363 -0.1951
C 4.288426 -0.964650 1.552455 0.6584 -0.2934 -0.0191
H -1.500489 -0.620929 1.387688 -0.4300 0.1337 0.0078
C -2.657913 -1.015227 -3.371456 -0.0196 0.1350 1.2643
S -2.506603 -1.534875 -4.917345 -0.1311 0.4552 0.9130
```
Positions in Å, forces in eV/Å.

Computed properties:
Net charge = -1
E = -4421.087448 a.u.
2S+1 = 2
Expectation value of S² = 0.754
LUMO (spin up / spin down) = 0.0714 / 0.0489 Eh
HOMO energy (spin up / spin down) = -5.0 / -5.0 eV

---

A cluster of 9 separate species, C22H27F4N5O12 in total, computed with ωB97M-V/def2-TZVPD.

```
70
Properties=species:S:1:pos:R:3:forces:R:3
O -2.868938 -0.769280 -3.573280 1.4052 -0.3780 -0.7656
C 0.109407 1.900941 -2.535866 1.9560 0.3569 -0.5302
H 2.194460 -4.948186 2.360017 0.0695 0.2659 -0.2499
C -3.252824 0.337692 -2.745094 -2.7633 0.6201 -0.0839
O 0.614170 -4.993854 -1.636979 0.6476 1.2253 -0.9682
C 1.454083 2.016858 -3.157213 0.3572 0.4823 -1.3060
C 1.928544 -0.414910 -0.387769 -3.3660 2.9025 2.2163
H 2.877978 -4.307742 3.836583 0.0634 -0.1428 0.0693
F -5.720201 1.028899 -2.489635 1.7553 -0.7441 -0.5585
O -0.278299 -6.597763 -0.491258 -0.7165 -1.1744 1.4326
H -0.707804 2.280977 -3.148916 0.2356 -0.2557 -0.1286
H -0.927801 -0.766177 0.732449 0.7733 0.0521 0.5542
C 1.775573 0.976260 5.846925 -0.6543 1.5807 -0.3312
H 0.147366 1.945518 0.715033 0.8739 0.1382 -0.3080
O 3.294701 4.653736 1.884907 -0.1416 -0.4210 -0.2878
O 1.544447 4.169217 3.108565 -2.2677 -1.1036 1.0998
H -0.161035 -2.541216 -3.742598 -0.0043 -0.1343 -0.5447
F 0.601660 0.616741 2.148733 0.7381 1.3076 -0.5661
H -2.754655 4.642188 0.432599 -0.0275 -0.6431 -0.5542
C -0.203617 -0.173071 0.173985 -1.5722 1.6669 -1.5917
C 2.117029 -2.823217 2.677684 0.0754 -0.1217 -0.0080
N 1.118926 2.799334 7.658968 0.6025 -1.4424 -1.7199
C 0.655653 -6.304179 -1.366138 0.3649 -3.0064 -2.8448
H 0.216803 5.551479 2.277495 0.3083 0.0771 0.7649
H 2.723409 1.265727 5.393146 0.2180 -0.4970 0.2500
H -3.290004 1.343876 -3.162598 1.1843 0.0333 -0.9081
O 2.967854 -0.851512 -0.924223 1.1853 -0.3495 -0.3497
H 1.057552 1.187907 5.054628 -0.1158 -0.4259 -0.2403
C -0.199137 -4.335612 -0.734288 -2.4499 -1.3382 -1.4654
H -2.031108 -5.486961 -0.464152 0.0649 -0.2532 -0.1001
O 1.852760 0.769153 0.262378 3.6006 -0.6285 -1.5355
H 1.336387 -3.454416 -4.312475 -0.4072 -0.4148 0.6538
C 1.422863 2.011649 6.853361 -0.2959 0.4677 1.6996
O 0.784823 -0.963943 -0.480350 1.6285 -2.1403 -0.6379
H 0.283478 2.577901 -1.699489 -0.8239 -0.4202 0.6602
C 1.261880 -1.650260 -5.105429 0.3698 1.9639 -2.4202
C 2.744046 3.790676 2.748459 5.0476 -5.5688 0.7998
C -3.834905 -1.006081 -4.552582 -0.0180 0.2269 -3.5132
N 1.640492 -1.778637 2.717839 0.0204 -0.2032 -0.3955
C -3.331619 3.868587 0.939316 -0.1650 0.8797 2.0607
C -3.088442 2.475033 0.756922 -0.2074 0.6064 -1.3599
H 2.468126 6.442391 2.337858 -0.3196 0.0078 0.2669
C 2.274384 5.588529 1.688635 0.8806 3.3453 -1.8528
N 1.616799 -1.020463 -6.023592 -0.7766 -1.2214 2.0037
C -1.006082 -5.469999 -0.093842 0.0236 0.7116 0.2161
O 3.329834 2.726311 3.075765 -2.5248 4.0435 -0.7505
H -3.003866 3.914190 1.977866 0.0611 0.7160 0.4388
H -1.012137 -5.399170 0.993838 -0.0075 0.0619 -0.0336
C 2.775495 -4.120918 2.767607 0.1084 0.0031 0.6492
O 1.256115 -7.144744 -1.998331 -0.2841 1.9866 1.4174
C -4.781118 0.054757 -2.778239 -0.1531 -0.4772 0.4115
C 0.897045 -2.506384 -4.002118 0.5405 0.0076 0.1410
H -0.744880 0.206848 -0.692504 -0.3650 0.1836 0.3348
H 0.067714 0.830100 -2.336732 -0.7718 0.2402 0.3530
N 2.496565 2.159735 -3.637526 -0.9189 -0.3162 0.7126
N -2.890871 1.362842 0.614225 0.5145 -1.3463 -0.1361
H -2.759698 0.406637 -1.775465 -0.1280 -0.7517 -0.1423
H 1.414239 -2.126928 -3.120863 0.2479 -0.2216 0.1897
O -3.797541 -1.547692 -5.667303 0.9481 1.2818 4.7688
H -4.985760 -0.807652 -2.143821 -0.4760 -0.0730 -0.1086
F 0.558996 4.107623 1.093911 -0.2676 -1.6690 -1.6318
H -4.385667 4.132836 1.024546 -0.0138 -0.2051 -0.5253
C 1.060881 4.904595 2.038399 -1.5845 1.8111 1.9991
F 0.564605 -3.729315 0.111771 2.2554 1.8881 2.8850
C 0.619238 0.967891 0.813450 -3.7079 -2.9446 2.3480
O -4.891555 -0.301181 -4.170184 -1.7777 0.2688 0.9938
H 3.788630 -4.071142 2.368622 -0.1846 -0.0785 -0.2288
H -0.830736 -3.575611 -1.194262 0.0529 -0.1261 -0.5434
H 1.668221 -0.063149 6.157087 0.2648 0.3323 0.2482
H 2.157068 6.035733 0.701545 0.8145 -0.5047 -0.4122
```
Positions in Å, forces in eV/Å.

Computed properties:
Net charge = +1
E = -2430.123699 a.u.
2S+1 = 2
Expectation value of S² = 0.754
LUMO (spin up / spin down) = -0.1492 / -0.3778 Eh
HOMO energy (spin up / spin down) = -13.2 / -13.2 eV